A structure of composition C25H65N8O14Zn at a distorted geometry. Source: the OMol25 dataset; level of theory: ωB97M-V/def2-TZVPD.

Output
net charge: +1
orbital gap: 5.94 eV

Last column: Löwdin charge in e.
Element x y z (Å)
C 1.839 -1.822 6.341  0.057
N 2.847 -1.518 5.165  -0.312
C 3.569 -0.177 5.458  0.008
C 3.927 -2.649 5.162  0.038
C 2.214 -1.353 3.742  -0.062
C 1.180 -2.482 3.330  -0.207
O 0.060 -2.430 4.133  -0.062
H 1.511 -2.816 6.039  0.097
H 1.172 -0.967 6.232  0.106
H 2.418 -1.846 7.264  0.104
H 4.234 -0.247 6.319  0.113
H 2.927 0.684 5.275  0.099
H 4.241 -0.012 4.616  0.084
H 4.252 -2.711 6.201  0.102
H 4.719 -2.363 4.469  0.111
H 3.449 -3.595 4.909  0.100
H 3.067 -1.184 3.085  0.128
H 1.683 -0.402 3.697  0.095
H 1.654 -3.463 3.336  0.128
H 0.740 -2.248 2.360  0.116
H -0.478 -1.669 3.902  0.084
Zn -1.957 0.326 1.671  0.972
O -0.521 1.428 0.720  -0.375
C -0.279 0.650 -0.460  -0.279
C -0.630 -0.922 -0.364  -0.304
O -1.829 -1.231 0.331  -0.366
H 0.748 0.642 -0.827  0.087
H -0.722 1.056 -1.369  0.085
H 0.191 -1.519 0.033  0.091
H -0.707 -1.343 -1.366  0.078
C -2.511 -4.552 1.330  -0.217
C -1.762 -4.833 0.010  -0.234
O -0.756 -5.863 0.224  -0.056
O -3.499 -3.595 0.996  -0.086
H -1.776 -4.244 2.074  0.107
H -3.051 -5.404 1.742  0.128
H -1.485 -3.864 -0.405  0.075
H -2.495 -5.231 -0.691  0.117
H -0.627 -6.282 -0.630  0.074
H -3.129 -2.800 0.605  0.014
C 0.754 4.254 -3.425  -0.235
C 0.700 2.808 -3.924  -0.202
O 0.262 2.775 -5.297  -0.084
O 1.517 5.053 -4.339  -0.065
H 1.177 4.393 -2.430  0.100
H -0.183 4.805 -3.340  0.100
H 0.011 2.142 -3.404  0.107
H 1.743 2.520 -4.058  0.108
H 0.851 3.273 -5.869  0.080
H 1.382 5.980 -4.129  0.087
O -2.762 4.900 -2.032  0.020
C -2.007 4.907 -1.055  -0.616
N -2.153 3.964 -0.136  0.172
C -1.091 6.037 -0.702  0.021
H -2.597 3.092 -0.387  0.085
H -1.298 3.843 0.387  0.054
H -1.641 6.964 -0.863  0.102
H -0.236 5.936 -1.370  0.066
H -0.742 5.890 0.320  0.070
O -0.254 5.569 3.810  0.057
C 0.197 4.755 3.041  -0.628
N -0.615 3.762 2.733  0.149
C 1.547 4.797 2.331  -0.002
H -1.251 3.590 3.499  0.119
H -0.296 3.026 2.120  0.035
H 1.579 4.267 1.380  0.068
H 2.388 4.613 2.999  0.088
H 1.763 5.835 2.077  0.086
O 3.313 0.603 -3.118  0.003
C 2.715 -0.463 -3.227  -0.650
N 3.243 -1.448 -2.611  0.181
C 1.395 -0.624 -3.915  0.025
H 3.998 -1.358 -1.947  0.124
H 2.737 -2.321 -2.564  0.059
H 1.230 0.147 -4.667  0.087
H 0.677 -0.577 -3.097  0.064
H 1.326 -1.655 -4.261  0.075
O -3.701 0.853 0.773  -0.053
C -4.697 1.067 0.077  -0.538
N -5.766 1.671 0.602  0.215
C -4.708 0.905 -1.379  0.029
H -5.699 1.960 1.568  0.130
H -6.560 1.975 0.056  0.131
H -4.590 -0.177 -1.430  0.084
H -3.852 1.327 -1.905  0.098
H -5.600 1.278 -1.884  0.106
O 4.131 1.465 2.379  0.050
C 3.187 1.499 1.674  -0.662
N 2.029 1.671 2.253  0.165
C 3.425 1.593 0.180  0.026
H 1.218 1.548 1.663  0.050
H 1.900 1.851 3.238  0.112
H 2.602 2.155 -0.263  0.069
H 3.489 0.574 -0.203  0.076
H 4.277 2.228 -0.064  0.102
O 1.546 -3.836 -2.621  0.004
C 0.699 -4.355 -3.329  -0.627
N -0.549 -4.085 -3.119  0.201
C 0.998 -5.234 -4.523  0.014
H -1.202 -4.604 -3.689  0.120
H -0.840 -3.611 -2.276  0.083
H 0.816 -4.635 -5.415  0.093
H 0.405 -6.148 -4.485  0.087
H 2.063 -5.459 -4.575  0.089
O -3.620 -3.218 -3.905  0.040
C -3.328 -2.381 -3.096  -0.646
N -3.542 -2.629 -1.826  0.187
C -2.894 -1.004 -3.604  0.010
H -3.929 -3.522 -1.558  0.121
H -3.175 -1.961 -1.163  0.057
H -2.050 -1.021 -4.293  0.083
H -2.573 -0.299 -2.838  0.045
H -3.726 -0.643 -4.208  0.097

=====

A structure of composition C25H67BO17P4Tl at a distorted geometry. Source: the OMol25 dataset; level of theory: ωB97M-V/def2-TZVPD.

Output
net charge: +1
orbital gap: 4.45 eV

Last column: Löwdin charge in e.
Element x y z (Å)
Tl 0.707 1.069 -0.115  1.311
C -2.093 3.483 -1.681  -0.207
O -1.410 2.826 -0.706  -0.208
H -2.347 2.749 -2.467  0.095
H -3.027 3.927 -1.299  0.120
H -1.479 4.275 -2.126  0.084
B 2.605 2.472 1.357  -0.381
H 3.229 2.052 0.438  -0.058
H 3.363 3.019 2.102  0.060
H 1.677 3.165 1.064  -0.034
H 2.212 1.568 2.054  -0.021
C -1.691 5.460 3.509  -0.052
C -1.730 3.965 3.284  -0.249
O -0.692 3.358 4.088  -0.155
P -0.473 1.802 4.003  0.376
O -0.196 1.273 2.663  -0.283
O 0.642 1.560 5.084  -0.172
C 1.078 0.214 5.294  -0.263
C 2.151 0.286 6.378  -0.050
O -1.762 1.089 4.621  -0.191
C -2.144 1.284 6.013  -0.228
C -3.392 2.127 6.095  -0.063
H -0.713 5.928 3.487  0.087
H -2.458 5.963 2.920  0.084
H -2.083 5.588 4.526  0.080
H -2.691 3.523 3.546  0.092
H -1.460 3.723 2.251  0.112
H 0.250 -0.438 5.584  0.117
H 1.476 -0.187 4.360  0.116
H 2.981 0.788 5.884  0.083
H 1.702 0.866 7.183  0.082
H 2.495 -0.660 6.787  0.080
H -2.237 0.270 6.397  0.125
H -1.325 1.781 6.536  0.117
H -3.575 2.308 7.156  0.089
H -3.327 3.039 5.506  0.064
H -4.308 1.642 5.749  0.075
C -2.346 -4.040 -3.529  -0.057
C -1.540 -4.482 -2.334  -0.249
O -1.149 -3.279 -1.621  -0.191
P 0.413 -3.047 -1.406  0.401
O 0.692 -1.744 -0.798  -0.271
O 0.889 -4.377 -0.679  -0.149
C 1.045 -4.376 0.737  -0.270
C -0.248 -4.786 1.414  -0.065
O 1.013 -3.239 -2.848  -0.167
C 1.811 -2.215 -3.500  -0.232
C 1.872 -2.563 -4.970  -0.060
H -2.764 -4.891 -4.072  0.085
H -3.207 -3.458 -3.200  0.068
H -1.764 -3.467 -4.250  0.077
H -2.146 -5.068 -1.640  0.117
H -0.683 -5.096 -2.606  0.113
H 1.898 -4.961 1.086  0.122
H 1.358 -3.411 1.153  0.111
H -1.011 -4.008 1.351  0.068
H -0.623 -5.700 0.953  0.083
H -0.086 -4.970 2.477  0.081
H 1.316 -1.262 -3.319  0.115
H 2.813 -2.191 -3.077  0.101
H 0.890 -2.522 -5.441  0.077
H 2.480 -1.778 -5.426  0.070
H 2.312 -3.536 -5.181  0.085
C 6.999 -0.003 -0.026  -0.064
C 5.796 0.935 -0.195  -0.250
O 5.502 1.172 -1.579  -0.176
P 4.360 0.307 -2.270  0.373
O 3.149 0.182 -1.447  -0.289
O 5.043 -1.047 -2.695  -0.182
C 6.068 -1.048 -3.721  -0.237
C 5.483 -1.694 -4.973  -0.057
O 4.063 1.007 -3.652  -0.181
C 4.030 2.450 -3.840  -0.230
C 4.502 2.847 -5.205  -0.065
H 7.860 0.523 -0.440  0.081
H 7.159 -0.219 1.030  0.082
H 6.902 -0.971 -0.520  0.069
H 4.932 0.498 0.300  0.101
H 6.151 1.854 0.263  0.125
H 6.468 -0.054 -3.922  0.118
H 6.874 -1.658 -3.317  0.122
H 4.839 -0.976 -5.480  0.068
H 6.322 -1.860 -5.650  0.086
H 4.962 -2.595 -4.666  0.079
H 2.992 2.751 -3.690  0.123
H 4.682 2.809 -3.044  0.114
H 5.564 2.637 -5.355  0.082
H 4.034 2.203 -5.954  0.083
H 4.310 3.896 -5.415  0.085
C -6.150 1.448 -1.564  -0.058
C -5.087 0.589 -2.222  -0.259
O -3.809 0.696 -1.624  -0.160
P -3.237 -0.327 -0.568  0.397
O -1.792 -0.214 -0.365  -0.279
O -3.728 -1.767 -0.979  -0.166
C -4.050 -2.763 0.007  -0.247
C -5.386 -3.380 -0.346  -0.057
O -4.065 -0.015 0.749  -0.181
C -3.830 1.186 1.498  -0.252
C -4.867 1.339 2.599  -0.041
H -6.227 1.331 -0.479  0.068
H -5.940 2.503 -1.740  0.078
H -7.142 1.150 -1.902  0.085
H -5.412 -0.455 -2.267  0.111
H -5.061 0.846 -3.283  0.124
H -3.265 -3.518 0.066  0.103
H -4.120 -2.315 0.998  0.114
H -6.142 -2.590 -0.368  0.080
H -5.427 -3.794 -1.355  0.078
H -5.687 -4.127 0.385  0.085
H -2.795 1.095 1.847  0.098
H -3.782 2.107 0.907  0.115
H -5.241 0.434 3.068  0.089
H -4.357 1.901 3.386  0.043
H -5.640 2.004 2.217  0.078